ORCA calculation (ωB97M-V/def2-TZVPD) on 3 unconnected molecules or ions with the total composition C15H13NO11S3 at a distorted geometry.

net charge	0
HOMO-LUMO gap	8.233	eV
structure (SMILES)	O=C=NC1=CC(=O)c2cc(S)ccc2C1=O.O=S1(=O)OCCO1.O=S1(=O)OCCO1
E	-72281.25648	eV
HOMO	-9.5	eV

The geometry in XYZ format:
```
43
Properties=species:S:1:pos:R:3:mulliken_charge:R:1
C -0.506 -0.344 -2.585 0.7795
C 1.150 1.673 -1.708 -0.4100
C 1.634 0.772 -2.661 -0.8112
O -1.851 2.018 6.285 -0.3265
C 2.333 -2.369 0.445 -0.3547
C 0.043 -1.656 -5.057 0.4690
O -2.141 -2.080 -2.395 -0.5439
C -1.187 -1.773 -4.561 -0.6952
S 1.210 -0.580 1.767 1.1587
O 2.307 -1.651 -4.282 -0.5336
O 2.122 0.248 2.468 -0.6048
C 1.421 -3.034 1.454 -0.3767
C -0.996 0.536 -1.637 -0.6531
H -1.200 0.117 5.750 0.3119
H -0.789 1.162 3.304 -0.0954
H -2.050 -2.051 -5.155 0.4687
C -0.733 1.646 4.274 0.1708
C 1.190 -1.229 -4.160 0.2364
S -0.784 2.730 -0.007 -0.1700
O -0.924 4.289 6.270 -0.5436
O 1.202 -2.028 2.455 -0.3422
C -1.383 -1.465 -3.096 -0.1510
O -0.135 -0.190 1.523 -0.5261
H 0.304 1.659 4.616 0.2895
S -1.842 3.460 5.577 1.1003
H 1.864 -3.921 1.900 0.3220
C -0.333 -1.109 -7.159 0.6245
H 2.637 0.881 -3.054 0.4737
H 2.284 -2.837 -0.535 0.3218
H 3.369 -2.354 0.789 0.2811
H 0.457 -3.292 1.012 0.2953
O -1.195 3.002 4.183 -0.3001
H 1.794 2.470 -1.355 0.4704
C 0.791 -0.227 -3.107 0.8600
N 0.292 -1.909 -6.464 -0.5593
C -0.138 1.566 -1.213 -0.1951
H -1.732 3.361 -0.735 0.1675
O 1.863 -1.016 0.371 -0.1918
C -1.641 1.000 5.297 -0.3747
H -2.007 0.441 -1.262 0.5272
H -2.610 0.741 4.863 0.3427
O -1.054 -0.456 -7.786 -0.3754
O -3.181 3.863 5.335 -0.5365
```

ORCA calculation (ωB97M-V/def2-TZVPD) on a molecular structure, C15H14AlN3O4S.

net charge	0
HOMO-LUMO gap (spin up / spin down)	6.143 / 5.945	eV
E	-45876.33100	eV
HOMO (spin up / spin down)	-6.2 / -6.0	eV

The geometry in XYZ format:
```
38
Properties=species:S:1:pos:R:3:mulliken_charge:R:1
H 0.529 4.477 -5.270 0.3786
C -0.750 -0.218 -1.145 1.2688
H 4.022 -0.873 3.189 0.2394
C 1.497 2.642 -2.595 -0.5719
C 0.412 1.736 -2.489 0.7629
N -0.875 0.905 0.782 0.2518
O -0.084 -1.162 -0.312 -0.8103
H 2.303 2.560 -1.875 0.3472
C 0.497 3.717 -4.499 -0.3954
C -1.684 0.599 -0.220 -0.0038
C -0.629 1.864 -3.444 -0.3113
Al 0.882 0.271 0.390 0.3013
O 0.206 2.609 3.621 -0.5185
C -2.954 1.128 -0.238 -0.9070
H 0.807 -2.317 2.920 0.1869
C 2.452 -1.434 2.064 0.8057
H -2.708 2.989 2.650 0.4642
N 3.165 -1.396 3.186 -0.4081
H 2.893 -1.900 4.013 0.2024
C -3.291 1.984 0.847 -0.1193
H -3.656 0.911 -1.029 0.5044
N 1.274 -2.064 2.065 -0.3864
H -1.391 2.921 -5.135 0.3673
H 2.380 4.286 -3.631 0.3657
H -0.951 -1.644 -2.377 0.3589
C 1.537 3.608 -3.577 -0.5257
H 0.745 -2.117 1.196 0.3140
C -1.119 1.740 1.803 0.6117
C -2.419 2.312 1.860 -0.9422
S 3.030 -0.735 0.617 -0.4491
C 0.403 0.783 -1.450 -0.8258
H -4.284 2.417 0.869 0.4158
O 1.144 1.201 2.090 -0.5121
H -1.463 1.178 -3.404 0.3782
C 0.087 1.850 2.518 0.0905
O -1.445 -0.838 -2.184 -0.6116
H 1.142 2.614 3.860 0.3528
C -0.581 2.840 -4.421 -0.6700
```

ORCA calculation (ωB97M-V/def2-TZVPD) on a molecular structure, C15H14BrCl2N2O2Ti.

net charge	+1
HOMO-LUMO gap	7.273	eV
E	-141056.51188	eV
HOMO	-11.5	eV

The geometry in XYZ format:
```
37
Properties=species:S:1:pos:R:3:mulliken_charge:R:1
O 0.378 -2.766 1.185 -0.3108
Ti -0.073 1.487 -0.826 0.4299
C 1.253 -1.166 -1.033 0.2911
H 1.861 -3.211 -1.047 0.4919
H 3.035 1.490 -1.734 0.3965
C 3.441 -1.862 -1.639 -0.3167
Br -4.016 4.123 0.791 -0.0840
H 0.871 -2.446 3.180 0.3389
C -1.575 0.212 1.592 0.1133
C 0.384 -3.198 2.564 -0.7477
C -0.285 2.146 -2.755 -0.4318
C 3.778 -0.530 -1.840 -0.9459
Cl 1.434 2.968 -0.067 -0.3745
C -3.668 1.317 1.143 -0.4281
Cl -1.686 2.889 -1.925 -0.0387
C 2.822 0.438 -1.615 -0.0937
C -2.946 0.153 1.361 -0.3373
C -0.956 1.472 1.677 -0.5132
N 1.578 0.124 -1.225 0.4647
C -0.268 -1.637 0.919 0.4455
H 4.174 -2.640 -1.807 0.4461
H 4.767 -0.241 -2.162 0.4119
C 2.161 -2.188 -1.224 -0.7696
O -0.828 -0.146 -0.879 -0.5413
N -0.835 -0.952 1.812 -0.5959
C -1.684 2.643 1.450 -0.2265
H -0.638 -3.347 2.904 0.3206
H -3.442 -0.807 1.330 0.4693
H -4.729 1.257 0.942 0.4395
H -0.654 -2.178 -1.118 0.3823
H -1.195 3.606 1.519 0.4909
C -3.037 2.556 1.165 -0.2485
H 0.385 2.920 -3.111 0.3742
C -0.186 -1.345 -0.588 0.5150
H -0.632 1.456 -3.516 0.3822
H 0.939 -4.129 2.565 0.2576
H 0.074 1.535 2.012 0.5429
```

ORCA calculation (ωB97M-V/def2-TZVPD) on 2 unconnected molecules or ions with the total composition C15H14ClNO3 at a distorted geometry.

net charge	0
HOMO-LUMO gap	8.385	eV
E	-35923.83924	eV
HOMO	-7.7	eV

The geometry in XYZ format:
```
34
Properties=species:S:1:pos:R:3:mulliken_charge:R:1
H -3.723 -3.686 2.682 0.4203
H 1.361 0.150 0.491 0.5029
H -0.093 1.965 1.632 0.1826
H -4.190 -3.965 1.126 0.2114
C -2.115 -0.563 -0.194 -0.3236
C 1.233 3.324 -1.091 -0.5014
C -0.521 2.502 0.651 -1.3430
Cl -3.169 -3.006 -1.333 -0.1891
O 4.276 1.535 -2.523 -0.4491
H -0.921 -2.204 2.884 0.3853
C -3.386 -4.317 1.967 -0.7492
H 0.638 4.352 -0.889 0.1815
H -1.631 1.708 -0.894 0.3259
H -2.600 -0.297 -1.291 -0.0535
H 4.406 -0.449 -3.321 0.2133
C -1.517 0.256 0.592 0.7924
C 2.703 0.979 -0.936 0.3303
H 5.622 0.215 -1.590 0.2808
C -2.034 -2.725 1.135 0.1406
C -2.422 -2.009 -0.181 -0.0213
N -1.282 1.377 0.137 -0.1402
C 1.522 0.881 -0.262 -0.5983
C -1.267 -0.233 1.678 0.1155
O -2.208 -3.981 1.509 -0.4439
H -0.639 3.448 0.737 0.8479
C 0.923 2.147 -0.176 0.7823
O 3.499 -0.090 -1.302 -0.4448
H -3.331 -5.395 2.088 0.2417
C 2.497 3.241 -1.709 -0.8999
C 2.995 2.093 -1.698 0.5949
C -1.368 -1.713 2.038 -0.7692
C 4.671 0.272 -2.084 -0.1996
H 2.669 3.947 -2.424 0.4743
H -0.598 0.241 2.549 0.1023
```

What is the formula in the third record? C15H14BrCl2N2O2Ti

Repeat the first record exactly.
ORCA calculation (ωB97M-V/def2-TZVPD) on 3 unconnected molecules or ions with the total composition C15H13NO11S3 at a distorted geometry.

net charge	0
HOMO-LUMO gap	8.233	eV
structure (SMILES)	O=C=NC1=CC(=O)c2cc(S)ccc2C1=O.O=S1(=O)OCCO1.O=S1(=O)OCCO1
E	-72281.25648	eV
HOMO	-9.5	eV

The geometry in XYZ format:
```
43
Properties=species:S:1:pos:R:3:mulliken_charge:R:1
C -0.506 -0.344 -2.585 0.7795
C 1.150 1.673 -1.708 -0.4100
C 1.634 0.772 -2.661 -0.8112
O -1.851 2.018 6.285 -0.3265
C 2.333 -2.369 0.445 -0.3547
C 0.043 -1.656 -5.057 0.4690
O -2.141 -2.080 -2.395 -0.5439
C -1.187 -1.773 -4.561 -0.6952
S 1.210 -0.580 1.767 1.1587
O 2.307 -1.651 -4.282 -0.5336
O 2.122 0.248 2.468 -0.6048
C 1.421 -3.034 1.454 -0.3767
C -0.996 0.536 -1.637 -0.6531
H -1.200 0.117 5.750 0.3119
H -0.789 1.162 3.304 -0.0954
H -2.050 -2.051 -5.155 0.4687
C -0.733 1.646 4.274 0.1708
C 1.190 -1.229 -4.160 0.2364
S -0.784 2.730 -0.007 -0.1700
O -0.924 4.289 6.270 -0.5436
O 1.202 -2.028 2.455 -0.3422
C -1.383 -1.465 -3.096 -0.1510
O -0.135 -0.190 1.523 -0.5261
H 0.304 1.659 4.616 0.2895
S -1.842 3.460 5.577 1.1003
H 1.864 -3.921 1.900 0.3220
C -0.333 -1.109 -7.159 0.6245
H 2.637 0.881 -3.054 0.4737
H 2.284 -2.837 -0.535 0.3218
H 3.369 -2.354 0.789 0.2811
H 0.457 -3.292 1.012 0.2953
O -1.195 3.002 4.183 -0.3001
H 1.794 2.470 -1.355 0.4704
C 0.791 -0.227 -3.107 0.8600
N 0.292 -1.909 -6.464 -0.5593
C -0.138 1.566 -1.213 -0.1951
H -1.732 3.361 -0.735 0.1675
O 1.863 -1.016 0.371 -0.1918
C -1.641 1.000 5.297 -0.3747
H -2.007 0.441 -1.262 0.5272
H -2.610 0.741 4.863 0.3427
O -1.054 -0.456 -7.786 -0.3754
O -3.181 3.863 5.335 -0.5365
```